12 unconnected molecules or ions with the total composition C45H90F2O24S7, computed with the ωB97M-V functional and the def2-TZVPD basis.

The value obtained for the LUMO energy is 0.1 eV. As for the SMILES: CCOS(C)(=O)=O.CCOS(C)(=O)=O.CCOS(C)(=O)=O.CCOS(C)(=O)=O.CCOS(C)(=O)=O.CCOS(C)(=O)=O.CCOS(C)(=O)=O.Fc1ccccc1.Fc1ccccc1.C1CCOC1.C1CCOC1.C1CCOC1. As for the electronic energy: -178533.984 eV. For the HOMO energy, the calculation gives -0.3426 Ha. The multiplicity is 1.

```
168
Properties=species:S:1:pos:R:3:forces:R:3:mulliken_charge:R:1
S -2.679352 3.612665 -3.411431 -0.802 2.421 -2.709 1.16
S -7.725800 2.367816 -3.056546 1.774 0.614 -0.744 1.11
S -0.002562 -4.412230 2.921838 1.093 -1.025 -0.097 0.96
S -2.744599 0.654067 7.289555 -0.819 1.343 1.439 1.14
S 4.185600 -0.073744 2.161150 4.236 2.180 -1.185 0.60
S 4.232711 -2.871943 -2.074039 2.746 -0.891 -0.050 1.08
S 4.905185 5.313961 -1.194186 -0.169 0.294 -1.759 1.22
F 0.845163 3.566933 -0.124219 -0.364 -0.642 -0.504 0.08
F 1.178327 2.594408 -6.749380 -0.339 -1.971 0.874 -0.40
O 1.272032 -5.049566 2.576210 -1.857 1.083 -0.061 -0.60
O 4.915134 -3.890957 -0.816532 -0.806 1.463 -2.469 -0.43
O -1.223286 4.261246 -3.935190 -2.153 -1.252 0.663 -0.38
O -2.615376 2.780533 -2.258908 0.840 -0.156 0.401 -0.29
O 4.048865 4.503655 -2.369700 0.459 -0.807 2.061 -0.38
O -6.945483 0.915953 -3.604891 0.155 1.709 0.640 -0.33
O -2.239823 0.452921 5.761988 -0.285 0.961 1.660 -0.27
O -0.949188 -3.964480 1.885564 1.923 -0.353 2.346 -0.40
O 4.020335 1.012308 3.447089 -1.407 -2.799 -1.416 -0.09
O 4.473943 -3.529244 -3.365802 -0.549 0.681 2.418 -0.63
O 4.076382 6.472989 -0.923611 0.618 -1.272 0.870 -0.62
O -4.217095 0.857162 7.289787 3.445 0.229 -0.513 -0.61
O 5.408776 4.363372 -0.185601 -1.002 1.917 -1.805 -0.60
O -0.636404 -7.425764 -2.495939 -0.416 1.550 0.443 -0.43
O 0.668036 -0.413938 -0.370103 1.426 0.971 0.124 0.06
O 3.182942 -1.070075 2.218768 -0.512 -0.416 0.721 -0.03
O -3.263886 3.076708 -4.654374 0.945 1.121 2.424 -0.71
O -1.836150 1.631726 8.035561 -2.707 -3.419 -2.493 -0.62
O -8.918855 1.971492 -2.369005 0.354 0.067 -0.298 -0.60
O 5.642061 -0.427103 2.052023 -3.657 0.584 0.726 -0.71
O 4.783203 -1.509490 -1.941900 -1.564 -2.102 0.431 -0.55
O -6.771803 3.270631 -2.415561 -0.914 -1.502 -0.463 -0.52
O 0.408247 -3.149236 3.928544 -1.643 -1.919 -2.133 0.17
O -4.141061 -2.647847 4.952565 -2.152 -0.279 3.605 -0.49
C -0.048514 0.236289 -1.492151 -1.246 -1.803 1.282 0.90
C -2.600815 -1.079884 7.788202 -0.110 0.616 0.697 -0.73
C -4.005564 -2.808646 2.737103 0.645 -0.622 -2.553 0.25
C -0.197313 -1.203674 0.480470 0.307 -0.030 -1.174 0.74
C -1.123266 -1.710391 -0.553961 -1.761 -0.570 0.295 -0.27
C 0.516771 6.726039 1.522215 -1.671 -0.445 -0.300 -0.58
C 1.563962 0.218773 -6.417764 1.491 -0.418 0.915 -0.60
C 0.405397 -7.148440 -4.666642 -0.192 0.380 1.007 -0.71
C 6.258441 6.040266 -2.280831 -0.084 -1.029 0.021 -1.08
C -6.298544 0.046341 -2.584620 -0.684 0.317 2.342 -0.73
C 1.040627 5.613386 0.886273 -0.163 -0.015 0.103 -0.28
C 3.630361 3.094512 -2.104281 0.954 -0.443 -2.028 0.66
C 2.302747 -2.211809 5.011730 0.619 -1.586 0.382 -0.87
C -0.656162 -5.981288 -2.790085 1.054 -1.899 -1.649 -0.13
C -3.377827 -2.219991 3.917681 1.201 0.645 -0.677 0.76
C 0.814388 1.349499 -6.196028 1.463 0.539 -1.631 0.21
C 0.526866 -5.923788 -3.810489 0.287 1.476 1.602 -0.23
C -0.216496 -8.138795 -3.664854 -0.077 0.790 0.159 -0.50
C -1.197840 4.597821 0.643469 0.892 0.767 -1.031 -0.34
C 0.034476 -1.067694 -5.015662 2.325 -1.094 -1.118 -0.22
C -4.740884 -3.917591 4.706566 -1.308 0.239 -1.642 -0.62
C -4.550180 -4.124121 3.186262 1.043 -1.001 0.690 -0.62
C 0.187357 4.603595 0.425814 0.286 0.736 1.278 0.30
C 2.502739 -3.133717 -1.605921 1.673 0.839 -1.107 -0.24
C -1.421025 -0.508603 -1.390039 -0.523 1.021 -0.910 0.12
C -0.337639 1.223354 -5.556077 -2.420 1.566 0.824 -0.51
C 1.369779 -3.424980 4.939848 -0.089 1.639 1.641 -0.56
C -0.846955 -5.667316 3.968656 -0.045 0.644 0.242 -1.06
C -0.836000 0.141535 5.570942 -0.273 0.008 -2.464 -0.17
C -0.552597 0.807161 4.187678 0.926 0.026 0.605 -0.86
C 3.449943 2.465602 -3.482684 -0.628 0.948 -0.233 -1.24
C 5.104708 1.855823 3.636857 2.446 -0.111 -1.104 -0.06
C -5.090257 0.630663 -1.781323 -0.475 0.192 -1.814 -0.53
C 4.764756 3.025570 4.408887 -0.586 1.603 1.385 -1.42
C 5.283561 -3.309785 0.451427 0.605 -0.202 -0.307 0.69
C -0.016478 4.157062 -3.208062 1.769 1.085 0.818 1.55
C 4.897824 -4.270182 1.550611 -0.662 0.233 1.401 -1.14
C 1.209684 -0.998465 -5.790019 -0.531 0.456 -0.061 -0.49
C -8.102736 3.205118 -4.703530 -0.371 -1.852 0.539 -0.92
C -0.716703 0.032914 -4.968710 -2.195 1.044 0.555 -0.45
C -0.880738 6.837515 1.524625 -1.174 -0.999 1.507 -0.65
C -3.498110 5.284449 -2.934203 -0.215 -1.328 -0.230 -1.12
C 0.460244 5.627219 -2.728007 -0.924 -1.883 -1.148 -1.15
C 3.825039 1.038844 0.747984 -0.338 -0.406 1.311 -0.32
C -1.739280 5.755007 1.205171 1.479 0.497 -1.152 -0.61
H 7.201720 5.640212 -1.908957 -0.022 0.340 0.099 0.36
H -8.844340 2.531304 -5.132603 0.450 -0.294 -0.485 0.34
H -1.587659 -5.769444 -3.314987 -0.216 0.247 0.012 0.27
H 4.405253 2.226299 -3.949829 -0.210 -0.440 0.103 0.51
H -6.005220 -0.936885 -2.952508 -0.237 0.472 -1.132 0.38
H 0.412828 0.051084 -2.462178 0.510 -0.363 0.282 -0.35
H 5.697608 3.535860 4.648667 0.005 0.283 -0.259 0.40
H 4.891655 -2.297049 0.545665 -0.662 -0.326 0.226 -0.48
H 0.218234 -2.082874 0.972831 1.184 0.483 -0.188 -0.58
H -0.953245 2.110566 -5.573080 -0.496 -0.058 0.403 0.67
H 2.681131 2.925198 -1.595960 0.351 0.944 0.681 -0.22
H 5.422146 -5.186283 1.822535 0.794 -0.045 -1.257 0.41
H 0.107436 6.335583 -3.477575 -0.010 -0.045 -0.108 0.44
H 0.631596 -4.957226 -4.303323 -0.329 -0.058 -0.427 0.29
H -0.579610 -5.343399 -1.909554 0.185 -0.469 0.154 0.07
H -0.147183 0.420544 6.368297 -0.432 0.479 0.064 0.57
H -1.090314 -8.598682 -4.126417 0.219 -0.665 0.228 0.29
H -3.211432 -2.968633 2.007825 -0.244 0.089 -0.479 -0.35
H -5.401040 1.362844 -1.036050 0.213 0.135 -0.344 0.37
H -5.824792 -3.938697 4.819660 -0.096 0.754 0.860 0.30
H -7.166642 3.282824 -5.256507 -0.193 -0.187 0.071 0.28
H -7.101835 -0.168271 -1.879815 -0.113 -0.116 0.080 0.39
H 1.547929 5.697653 -2.718726 -0.077 -0.094 0.484 0.21
H -2.870590 -1.758325 6.978862 0.339 0.397 -0.403 0.06
H 3.121687 -2.540751 4.372010 0.295 1.100 -0.021 0.10
H -4.376005 -4.745614 5.314306 0.579 0.249 0.100 0.32
H 0.851659 -3.437993 5.898753 -0.551 -0.348 -0.046 0.26
H -1.868892 -0.816087 -2.335013 0.296 0.192 -0.305 0.36
H 6.220477 7.123710 -2.394017 -0.189 -0.048 1.065 0.36
H -1.864033 3.926267 0.122321 0.173 -0.649 0.337 0.43
H 2.529820 0.466723 -6.832546 0.222 -0.864 -0.566 0.37
H -0.245221 -6.123992 4.754438 0.689 0.463 -0.275 0.39
H 2.734295 1.653408 -3.355058 0.484 -0.516 -0.287 0.10
H -3.765625 -4.880045 3.152288 -0.143 -0.289 -0.846 0.07
H 0.581814 -8.776542 -3.285274 -0.480 -0.702 -0.377 0.31
H 0.204836 0.252783 3.633537 0.116 -0.126 0.072 -0.09
H 1.708409 -1.951061 -5.891290 0.782 0.339 -0.300 0.43
H 1.097023 7.446537 2.079512 0.285 0.151 -0.494 0.44
H 6.352024 -3.099989 0.501183 0.267 -0.361 -0.385 0.27
H -3.430575 -1.194790 8.485629 0.425 0.038 0.470 0.42
H -0.692110 -2.478391 -1.196122 0.367 -0.174 0.300 -0.04
H 4.378057 2.751461 5.390433 -0.462 0.073 -0.066 0.33
H -1.385012 7.638574 2.044635 0.268 0.477 -0.127 0.37
H -0.244213 -6.871743 -5.497035 0.419 -0.792 -0.442 0.35
H -0.163075 1.817849 4.309724 -0.114 0.060 0.082 0.44
H 1.907801 -1.216309 4.809001 -0.197 -0.404 -0.396 0.03
H 2.404120 -4.213652 -1.715988 -0.179 0.135 0.663 0.28
H -5.411931 -4.360396 2.562034 -0.040 -0.539 0.564 0.44
H 5.478824 2.192022 2.669863 0.186 -0.074 -0.181 0.32
H -0.119346 1.318518 -1.383228 -0.042 -0.044 0.467 -0.63
H -0.666519 -0.625771 1.276692 -0.204 0.401 -0.154 -0.31
H -1.689432 -0.085592 -4.514681 -0.171 0.586 0.202 0.45
H -4.484042 1.023740 -2.597465 0.246 0.865 0.391 0.06
H 4.169839 0.574552 -0.175943 0.137 -0.074 0.219 0.19
H -1.612902 -1.240496 8.219873 -0.204 -0.241 0.032 0.30
H -2.817149 5.817550 1.178717 -0.046 0.355 0.470 0.45
H 3.861158 -4.605486 1.518731 -0.223 0.471 -0.123 0.23
H -2.187894 0.124465 -0.943687 0.167 0.153 0.284 -0.32
H 4.296841 1.994183 0.977838 0.125 -0.108 -0.320 0.21
H -1.425927 0.874174 3.538903 -0.190 -0.235 0.376 0.32
H -4.398221 -0.081264 -1.331511 -0.668 -0.572 0.107 0.34
H 4.102297 3.694428 3.859461 -0.135 0.096 0.328 0.26
H -1.682615 -5.212479 4.500546 -0.268 0.028 -0.480 0.19
H -0.761055 -0.935212 5.418955 -0.138 -0.196 0.242 0.11
H 1.481868 -6.036514 -3.297301 -0.081 0.181 0.634 0.14
H -0.038320 5.874042 -1.790658 0.405 0.023 0.063 0.19
H 2.951902 3.169919 -4.149001 -0.078 0.129 -0.071 0.31
H 0.688924 3.638274 -3.857174 0.232 0.704 -0.613 -0.19
H -2.376337 -2.595027 4.128586 0.634 -0.045 -0.669 -0.63
H 2.452336 -2.621897 -0.644881 -0.733 -0.415 0.036 0.05
H -3.298373 -1.141591 3.780470 -0.278 0.203 0.773 0.19
H -2.839644 5.951863 -2.378247 0.510 -0.258 -0.531 0.33
H -8.651114 4.147056 -4.691582 0.478 0.146 1.099 0.37
H 1.951403 -4.345776 4.895583 -0.271 -0.003 -0.780 0.56
H -2.003642 -2.133458 -0.070187 -0.268 -0.117 -0.254 0.13
H 1.988462 -2.648121 -2.435275 -0.416 0.233 0.366 0.09
H 5.061830 -3.727488 2.481563 -0.434 0.399 0.197 0.29
H -0.235229 -1.986225 -4.515690 -0.129 -0.077 -0.069 0.52
H 4.469730 2.501360 -1.741328 -0.160 0.584 1.054 0.41
H -1.125755 -6.490965 3.311412 -0.240 0.378 -0.219 0.44
H 6.170409 5.739521 -3.324812 -0.424 -0.719 0.221 0.30
H 2.613569 -2.226327 6.056376 0.523 0.241 -0.003 0.46
H 5.958019 1.402784 4.141544 -0.158 -0.807 -0.157 0.27
H 1.431258 -7.488035 -4.809390 -0.345 0.014 -1.309 0.30
H 2.108712 5.556544 0.736677 0.074 -0.370 -0.025 0.31
H -4.824445 -2.266794 2.263884 0.241 0.644 0.302 0.43
H -4.346814 5.141054 -2.265450 -0.019 -0.758 -0.092 0.34
H 2.740781 1.150516 0.752157 -0.013 -0.024 -0.138 0.05
H -3.913759 5.693477 -3.855099 0.499 0.097 -0.018 0.42
H 0.007444 3.420185 -2.405224 -0.965 0.325 0.542 -0.67
```
Positions in Å, forces in eV/Å.